Formula: C58H46N6OP2RbS2
Source: the OMol25 dataset
Level of theory: ωB97M-V with the def2-TZVPD basis set

Geometry as XYZ:
```
116
Properties=species:S:1:pos:R:3:lowdin_charge:R:1
Rb 1.10 0.04 -0.11 0.58
O -3.26 0.57 0.84 -0.47
S -2.19 -0.15 0.13 0.82
C -2.10 -1.73 1.06 -0.32
C -2.82 -2.87 0.77 -0.09
C -2.81 -3.94 1.66 -0.08
C -2.06 -3.87 2.83 -0.07
C -1.33 -2.72 3.11 -0.08
C -1.36 -1.63 2.25 -0.37
P -0.54 -0.02 2.59 1.01
C -1.79 0.79 3.66 -0.37
C -1.70 2.17 3.77 -0.11
C -2.57 2.87 4.60 -0.07
C -3.54 2.18 5.32 -0.10
C -3.64 0.80 5.20 -0.09
C -2.77 0.11 4.38 -0.08
C 0.71 -0.55 3.83 -0.36
C 0.74 -0.11 5.15 -0.07
C 1.78 -0.49 5.99 -0.09
C 2.80 -1.31 5.52 -0.09
C 2.78 -1.75 4.20 -0.07
C 1.75 -1.37 3.37 -0.11
C -3.00 -0.74 -1.39 -0.37
C -4.35 -1.03 -1.28 -0.09
C -5.08 -1.43 -2.39 -0.07
C -4.44 -1.51 -3.62 -0.07
C -3.11 -1.16 -3.74 -0.07
C -2.36 -0.75 -2.63 -0.35
P -0.61 -0.22 -2.80 1.04
C -0.76 1.61 -2.70 -0.44
C -1.97 2.29 -2.61 -0.10
C -1.99 3.68 -2.66 -0.08
C -0.82 4.39 -2.81 -0.10
C 0.40 3.72 -2.88 -0.09
C 0.42 2.34 -2.82 -0.14
C -0.37 -0.38 -4.62 -0.37
C -0.55 0.65 -5.54 -0.07
C -0.30 0.46 -6.89 -0.08
C 0.13 -0.78 -7.35 -0.10
C 0.31 -1.82 -6.45 -0.08
C 0.07 -1.62 -5.10 -0.10
H -3.37 -2.97 -0.16 0.10
H -3.38 -4.83 1.44 0.11
H -2.04 -4.70 3.51 0.11
H -0.73 -2.67 4.02 0.11
H -0.97 2.70 3.17 0.04
H -2.50 3.94 4.67 0.10
H -4.23 2.72 5.96 0.09
H -4.41 0.27 5.75 0.10
H -2.87 -0.97 4.29 0.10
H -0.04 0.54 5.52 0.10
H 1.80 -0.14 7.02 0.10
H 3.61 -1.60 6.18 0.10
H 3.58 -2.37 3.82 0.10
H 1.74 -1.71 2.33 0.08
H -4.83 -0.91 -0.31 0.12
H -6.13 -1.68 -2.29 0.10
H -5.00 -1.83 -4.50 0.10
H -2.64 -1.18 -4.71 0.10
H -2.90 1.75 -2.50 0.11
H -2.94 4.20 -2.55 0.11
H -0.84 5.47 -2.83 0.10
H 1.32 4.27 -2.97 0.11
H 1.37 1.81 -2.89 0.11
H -0.90 1.62 -5.20 0.10
H -0.44 1.28 -7.58 0.10
H 0.34 -0.92 -8.40 0.10
H 0.64 -2.79 -6.80 0.10
H 0.21 -2.44 -4.40 0.07
C -1.10 -5.34 -2.74 -0.11
C -1.29 -5.01 -1.41 -0.09
C -0.35 -4.25 -0.73 -0.03
C 0.81 -3.80 -1.37 -0.33
C 0.99 -4.14 -2.72 -0.06
C 0.04 -4.90 -3.39 -0.12
N 1.72 -3.00 -0.71 0.05
C 2.77 -3.52 -0.11 -0.25
C 3.01 -4.95 -0.07 -0.03
C 4.09 -5.49 0.54 -0.10
C 5.05 -4.67 1.18 -0.13
C 4.88 -3.32 1.17 -0.06
C 3.76 -2.69 0.55 -0.24
N 3.58 -1.34 0.56 0.00
N 4.51 -0.69 1.16 0.03
C 4.39 0.68 1.28 -0.35
C 5.48 1.31 1.90 -0.03
C 5.44 2.67 2.13 -0.09
C 4.31 3.39 1.73 -0.07
C 3.28 2.69 1.11 -0.14
N 3.31 1.38 0.88 0.01
H -1.84 -5.93 -3.27 0.09
H -2.18 -5.34 -0.89 0.09
H -0.48 -4.01 0.32 0.10
H 1.88 -3.80 -3.22 0.12
H 0.21 -5.17 -4.43 0.10
H 2.27 -5.58 -0.55 0.10
H 4.21 -6.57 0.55 0.09
H 5.92 -5.12 1.65 0.08
H 5.59 -2.66 1.65 0.09
H 6.32 0.70 2.20 0.10
H 6.27 3.17 2.61 0.10
H 4.23 4.45 1.91 0.10
H 2.39 3.22 0.79 0.06
C -1.99 7.91 0.08 -0.05
C -0.87 6.90 0.05 -0.38
C 0.44 7.28 -0.26 -0.06
C 1.38 6.27 -0.21 -0.18
N 1.09 5.01 0.08 0.03
C -0.22 4.70 0.32 -0.86
S -0.66 3.08 0.53 0.58
N -1.19 5.65 0.33 0.08
H -1.60 8.93 0.15 0.06
H -2.64 7.70 0.93 0.07
H -2.59 7.82 -0.82 0.07
H 0.69 8.30 -0.51 0.09
H 2.43 6.48 -0.40 0.10
```

Values from the calculation:
E_HOMO ... -0.152 Eh
Spin multiplicity ... 1
Relative energy (zero: lowest compared OMol25 entry of this formula, charge and spin) ... 0.8121 eV
Net charge ... -1